# 1
C4H5NO | the ωB97M-V functional and the def2-TZVPD basis

```
11
Properties=species:S:1:pos:R:3:forces:R:3
O 0.495 0.419 1.579 0.145 0.334 -0.161
N 2.245 -0.072 -1.058 0.089 -1.393 0.797
C -0.516 0.365 -0.730 -0.136 0.042 -0.296
C 1.440 -0.548 -0.360 0.878 0.232 -0.505
C 0.245 -0.317 0.422 0.188 -0.064 -0.192
C -1.243 -0.487 0.277 -0.004 -0.130 -0.009
H -1.673 -1.406 -0.115 0.126 0.288 -0.090
H 1.184 1.074 1.405 0.042 -0.039 0.002
H -1.772 -0.093 1.141 0.239 0.012 -0.186
H -0.448 -0.226 -1.637 0.221 0.043 0.017
H 0.042 1.291 -0.923 -1.786 0.675 0.622
```
Forces are in eV/Å.

SMILES = N#CC1(O)CC1

---

# 2
C4H5NO | the ωB97M-V functional and the def2-TZVPD basis

```
11
Properties=species:S:1:pos:R:3:forces:R:3
O -0.516 -1.671 -1.213 -0.329 0.223 0.253
N 1.817 0.106 0.648 -0.008 0.009 -0.152
C -1.247 -1.092 -0.439 0.192 -0.090 -0.187
C 0.597 0.525 0.208 -0.208 0.200 -0.128
C -0.225 1.324 -0.389 0.309 -0.005 0.032
C -0.839 0.132 0.319 -0.108 -0.249 0.134
H -0.470 2.205 -0.956 0.034 -0.153 0.083
H -2.268 -1.479 -0.232 0.103 0.025 -0.046
H -1.406 0.289 1.246 0.101 -0.040 -0.126
H 1.918 -0.901 0.623 -0.009 0.118 0.106
H 2.601 0.573 0.210 -0.077 -0.039 0.031
```
Forces are in eV/Å.

SMILES = NC1=C[C@H]1C=O

---

# 3
C4H5NO | the ωB97M-V functional and the def2-TZVPD basis

```
11
Properties=species:S:1:pos:R:3:forces:R:3
O 0.833 0.738 -0.555 -0.311 0.198 0.799
N -1.313 1.354 -0.566 0.317 0.237 -0.446
C -1.189 0.191 0.172 0.295 -0.002 0.392
C -0.120 1.632 -0.951 -0.427 0.268 -0.372
C 0.869 -1.271 0.777 -1.022 -1.228 -3.023
C 0.138 -0.144 0.229 -0.954 1.877 0.928
H 0.220 2.466 -1.543 -0.019 -0.063 0.033
H 0.365 -1.965 1.449 -0.119 0.493 -0.224
H 0.275 -1.413 -0.459 2.702 -2.127 2.397
H 1.961 -1.222 0.898 -0.694 0.060 -0.587
H -2.039 -0.366 0.548 0.232 0.287 0.103
```
Forces are in eV/Å.

---

# 4
C4H5NO | the ωB97M-V functional and the def2-TZVPD basis

```
11
Properties=species:S:1:pos:R:3:forces:R:3
O -0.510 -0.656 1.652 -0.548 0.109 0.465
N -0.039 -1.064 -0.670 0.208 -0.049 -0.275
C 0.163 1.138 -0.274 -0.066 -0.102 -0.006
C 0.645 0.399 0.860 0.369 0.235 -0.294
C 0.634 -1.050 0.600 0.020 0.265 -0.080
C -0.201 0.181 -1.186 0.004 -0.076 0.113
H -1.311 -0.415 1.155 0.105 -0.080 0.036
H 1.128 0.849 1.722 -0.115 -0.205 -0.183
H -0.019 -1.895 -1.237 -0.017 0.110 -0.045
H -0.573 0.316 -2.199 0.036 0.028 0.175
H 0.081 2.210 -0.401 0.005 -0.234 0.093
```
Forces are in eV/Å.

---

# 5
C4H5NO | the ωB97M-V functional and the def2-TZVPD basis

```
11
Properties=species:S:1:pos:R:3:forces:R:3
O 1.115 -0.696 -1.672 0.174 0.131 0.609
N -0.701 2.417 -0.897 0.373 -0.841 0.587
C 0.216 0.284 0.327 -0.093 0.063 0.053
C -0.918 -0.735 0.529 -0.080 -0.118 -0.009
C 1.329 -0.301 -0.557 -0.106 -0.138 -0.433
C -0.297 1.489 -0.339 -0.341 0.820 -0.513
H 2.341 -0.337 -0.105 -0.102 -0.045 -0.088
H -1.286 -1.073 -0.442 0.041 0.064 0.115
H -1.745 -0.284 1.085 0.156 -0.046 -0.092
H -0.560 -1.605 1.086 0.014 0.129 -0.070
H 0.637 0.581 1.294 -0.035 -0.018 -0.158
```
Forces are in eV/Å.

SMILES = C[C@H](C#N)C=O

---

# 6
C4H5NO | the ωB97M-V functional and the def2-TZVPD basis

```
11
Properties=species:S:1:pos:R:3:forces:R:3
O -1.657 -1.326 0.519 0.654 -0.650 0.138
N -0.384 0.450 1.204 -0.784 0.337 -0.837
C -0.599 -0.751 0.519 -0.140 -0.822 0.060
C 0.744 0.538 -0.803 -0.311 0.125 0.398
C 0.635 -0.914 -0.378 -0.066 -0.235 0.021
C -0.126 1.210 -0.029 0.714 0.552 0.625
H 0.368 -1.562 -1.217 0.226 0.038 0.034
H 1.434 0.965 -1.530 -0.795 -0.296 -0.291
H -0.718 2.086 -0.276 0.720 0.394 0.533
H 1.480 -1.336 0.178 -0.098 0.043 -0.081
H -1.177 0.639 1.814 -0.119 0.513 -0.599
```
Forces are in eV/Å.

SMILES = O=C1CC=CN1

---

# 7
C4H5NO | the ωB97M-V functional and the def2-TZVPD basis

```
11
Properties=species:S:1:pos:R:3:forces:R:3
O 0.363 0.597 0.025 2.746 1.816 0.907
N 1.775 -1.702 -2.224 -2.495 0.537 1.961
C -0.472 -1.333 -0.970 -0.129 1.161 0.190
C 0.332 1.443 1.192 -2.783 -0.696 0.883
C 0.794 -1.519 -1.595 2.231 -1.112 -2.613
C -0.585 -0.225 -0.190 -2.719 -3.690 0.403
H 0.945 1.194 2.094 0.269 -0.222 -1.457
H -1.371 -1.943 -1.173 1.002 0.278 0.127
H -1.513 -0.244 0.424 0.494 0.950 -0.339
H 0.459 2.454 0.827 0.193 0.121 0.276
H -0.729 1.278 1.590 1.192 0.856 -0.338
```
Forces are in eV/Å.

SMILES = CO/C=C\C#N

---

# 8
C4H5NO | the ωB97M-V functional and the def2-TZVPD basis

```
11
Properties=species:S:1:pos:R:3:forces:R:3
O -1.432 1.472 0.045 -0.265 0.233 -0.025
N -0.070 1.341 -0.087 0.355 -0.467 0.046
C 1.795 -0.092 0.010 0.162 -0.089 -0.570
C 1.987 -0.252 -1.261 0.087 0.138 0.616
C 0.289 0.114 -0.014 -0.315 0.316 0.086
C -0.653 -1.045 0.130 -0.038 -0.016 0.062
H -0.103 -1.969 0.315 -0.068 0.163 -0.010
H -1.358 -0.855 0.944 0.067 -0.054 -0.080
H -1.242 -1.168 -0.788 0.114 0.066 0.128
H -1.553 2.431 0.037 -0.051 -0.170 -0.047
H 2.363 -0.052 0.932 -0.048 -0.119 -0.207
```
Forces are in eV/Å.

---

# 9
C4H5NO | the ωB97M-V functional and the def2-TZVPD basis

```
11
Properties=species:S:1:pos:R:3:forces:R:3
O -1.471 -1.192 -0.802 -0.883 -0.992 0.992
N -0.230 -0.470 1.097 0.193 -0.042 -0.120
C 0.855 0.851 -0.352 0.059 0.463 0.189
C -1.148 -0.117 0.082 0.909 -0.053 -0.790
C 0.965 0.095 0.812 0.070 0.080 0.115
C -0.483 0.802 -0.724 0.295 0.596 0.013
H -0.966 1.167 -1.621 0.352 -0.184 -0.117
H 1.665 1.286 -0.917 0.018 0.284 0.318
H -0.561 -1.489 -1.019 -0.888 -0.117 -0.234
H 1.825 -0.047 1.451 -0.138 0.199 0.124
H -0.450 -0.886 1.993 0.013 -0.232 -0.490
```
Forces are in eV/Å.

SMILES = Oc1ccc[nH]1

---

# 10
C4H5NO | the ωB97M-V functional and the def2-TZVPD basis

```
11
Properties=species:S:1:pos:R:3:forces:R:3
O 0.147 -1.416 0.162 0.161 0.319 -0.006
N -0.297 0.837 -0.140 -0.243 -0.124 0.056
C 1.993 0.117 0.269 0.084 -0.063 -0.013
C -2.373 -0.543 -0.584 0.249 0.425 0.114
C -1.478 0.385 -0.300 -0.069 -0.326 -0.053
C 0.553 -0.271 0.101 0.089 -0.282 0.054
H 2.597 -0.773 0.443 -0.040 0.126 -0.025
H -3.157 -0.845 0.105 0.061 -0.046 0.017
H 2.092 0.815 1.106 -0.052 -0.095 -0.116
H 2.330 0.642 -0.630 -0.026 -0.064 0.111
H -2.406 1.053 -0.532 -0.213 0.129 -0.140
```
Forces are in eV/Å.

---

# 11
C4H5NO | the ωB97M-V functional and the def2-TZVPD basis

```
11
Properties=species:S:1:pos:R:3:forces:R:3
O 0.297 -0.614 -1.882 0.301 0.101 0.069
N -2.303 -0.923 0.153 0.706 0.975 1.121
C 0.916 -0.312 0.892 0.070 0.005 0.035
C -0.144 0.379 -1.371 0.424 -1.079 -0.674
C -1.448 -0.191 0.445 -0.868 -0.189 -1.321
C -0.163 0.511 0.171 0.126 -0.073 -0.201
H 1.919 0.082 0.722 -0.134 0.026 -0.036
H -0.599 1.114 -2.064 -0.084 0.439 0.778
H -0.046 1.583 0.397 -0.732 -0.426 0.391
H 0.886 -1.359 0.577 -0.020 0.256 -0.034
H 0.685 -0.269 1.961 0.210 -0.035 -0.127
```
Forces are in eV/Å.

SMILES = C[C@H](C#N)C=O

---

# 12
C4H5NO | the ωB97M-V functional and the def2-TZVPD basis

```
11
Properties=species:S:1:pos:R:3:forces:R:3
O 0.795 0.980 1.326 0.260 -0.034 -0.242
N 1.548 -2.050 0.096 -0.969 0.529 -0.253
C 0.578 -1.456 -0.114 0.751 -0.665 0.147
C -0.495 0.804 -0.519 0.177 0.070 -0.123
C -0.687 -0.724 -0.323 -0.075 -0.136 0.025
C 0.892 1.118 0.017 -0.322 0.150 0.300
H -1.302 -0.908 0.561 0.086 -0.020 -0.104
H 1.693 0.995 1.690 -0.120 0.215 0.030
H -0.555 1.069 -1.577 0.070 -0.069 0.165
H -1.188 -1.177 -1.181 -0.013 0.089 0.085
H -1.278 1.349 0.025 0.156 -0.129 -0.031
```
Forces are in eV/Å.

---

We obtain relative energy (zero: lowest compared OMol25 entry of this formula, charge and spin) values of 85.09; 59.36; 69.97; 98.11; 18.85; 33.97; 46.47; 128.01; 60.50; 90.79; 29.43; 70.07 kcal per mole for the records listed above, in that order.